#1
DFT (ωB97M-V/def2-TZVPD) results for a 2-piece molecular cluster, C2H3NO2 overall.

The value obtained for the molar mass is 73.05 g mol⁻¹.

```
! RIJCOSX wB97M-V def2-TZVPD def2/J DEFGRID3
* xyz 0 1
C 0.737 -0.456 -0.348
C -1.635 0.646 0.447
N 0.177 0.691 -0.365
O 0.568 1.785 -0.786
O -1.917 -0.292 1.060
H 1.704 -0.588 -0.729
H 0.331 -1.441 -0.146
H -2.001 1.515 -0.009
*
```

Atomic partial charges in e from the Löwdin method, atoms 1 to 6: number 1, C, carries -0.001; number 2, C, carries 0.001; number 3, N, carries -0.288; number 4, O, carries -0.096; number 5, O, carries 0.152; number 6, H, carries 0.057



#2
DFT (ωB97M-V/def2-TZVPD) results for one molecule with the formula C2H3NO2.

The value obtained for the molar mass is 73.05 g mol⁻¹. As for the SMILES: N#CCOO.

```
! RIJCOSX wB97M-V def2-TZVPD def2/J DEFGRID3
* xyz 0 1
N -0.590 -0.240 -2.673
C -0.294 -0.259 -1.588
C 0.155 -0.439 -0.232
O 0.133 0.823 0.437
O -0.022 0.526 1.861
H -0.440 -0.991 0.453
H 1.156 -0.810 -0.484
H -0.096 1.390 2.225
*
```

Atomic partial charges in e from the Löwdin method, atoms 1 to 6: number 1, N, carries 0.174; number 2, C, carries -0.201; number 3, C, carries -0.173; number 4, O, carries -0.131; number 5, O, carries -0.005; number 6, H, carries 0.120



Which of them is the most stable, and which is the least stable? #2 and #1, in that order.



#1
DFT (ωB97M-V/def2-TZVPD) results for one molecule with the formula C2H3NO2.

The value obtained for the molar mass is 73.05 g mol⁻¹. As for the SMILES: O=C1N[C@H]1O.

```
! RIJCOSX wB97M-V def2-TZVPD def2/J DEFGRID3
* xyz 0 1
O -0.690 1.487 1.616
C -0.567 0.762 0.694
N -0.711 0.349 -0.530
C 0.161 -0.702 0.059
O 1.447 -0.800 -0.417
H -1.259 0.533 -1.362
H -0.295 -1.661 0.233
H 1.914 0.033 -0.294
*
```

Atomic partial charges in e from the Löwdin method, atoms 1 to 6: number 1, O, carries 0.118; number 2, C, carries -0.378; number 3, N, carries 0.120; number 4, C, carries -0.210; number 5, O, carries -0.006; number 6, H, carries 0.140



#2
DFT (ωB97M-V/def2-TZVPD) results for a 2-piece molecular cluster, C2H3NO2 overall.

The value obtained for the molar mass is 73.05 g mol⁻¹.

```
! RIJCOSX wB97M-V def2-TZVPD def2/J DEFGRID3
* xyz 0 1
C -0.311 -1.156 0.059
C -0.806 0.111 -0.003
N 2.187 0.318 0.085
O 0.031 -2.260 -0.052
O 1.588 1.353 0.292
H -1.531 0.578 0.788
H -0.051 0.939 -0.107
H -1.109 0.117 -1.062
*
```

Atomic partial charges in e from the Löwdin method, atoms 1 to 6: number 1, C, carries -0.160; number 2, C, carries -0.073; number 3, N, carries -0.053; number 4, O, carries 0.210; number 5, O, carries -0.263; number 6, H, carries 0.161



#3
DFT (ωB97M-V/def2-TZVPD) results for a 2-piece molecular cluster, C2H3NO2 overall.

The value obtained for the molar mass is 73.05 g mol⁻¹.

```
! RIJCOSX wB97M-V def2-TZVPD def2/J DEFGRID3
* xyz 0 1
C -0.404 0.775 0.180
C -0.980 -0.372 -0.342
N 1.744 -1.184 0.216
O 0.722 1.159 -0.163
O 2.076 -0.149 -0.060
H -0.904 1.514 0.971
H -1.877 -0.739 0.125
H -0.378 -1.003 -0.927
*
```

Atomic partial charges in e from the Löwdin method, atoms 1 to 6: number 1, C, carries -0.397; number 2, C, carries 0.048; number 3, N, carries 0.191; number 4, O, carries -0.091; number 5, O, carries 0.039; number 6, H, carries 0.144



Which of them is the most stable, and which is the least stable? #1 and #2, in that order.



#1
DFT (ωB97M-V/def2-TZVPD) results for a 2-piece molecular cluster, C2H3NO2 overall.

The value obtained for the molar mass is 73.05 g mol⁻¹.

```
! RIJCOSX wB97M-V def2-TZVPD def2/J DEFGRID3
* xyz 0 1
C 1.077 -0.106 -0.237
C -0.174 -0.552 -0.705
N 0.439 -1.158 0.401
O 2.048 0.561 -0.258
O -1.397 0.999 0.184
H -1.240 -0.391 -0.925
H 0.184 -1.187 1.365
H -0.937 1.833 0.174
*
```

Atomic partial charges in e from the Löwdin method, atoms 1 to 6: number 1, C, carries -0.458; number 2, C, carries 0.114; number 3, N, carries 0.205; number 4, O, carries 0.169; number 5, O, carries -0.261; number 6, H, carries 0.119



#2
DFT (ωB97M-V/def2-TZVPD) results for one molecule with the formula C2H3NO2.

The value obtained for the molar mass is 73.05 g mol⁻¹. As for the SMILES: C=NOC=O.

```
! RIJCOSX wB97M-V def2-TZVPD def2/J DEFGRID3
* xyz 0 1
C -0.107 1.301 1.212
N -0.078 0.840 -0.053
O -0.374 -0.516 -0.175
C 0.041 -1.294 -1.216
O 0.442 -0.868 -2.276
H 0.490 2.303 1.484
H -0.213 0.724 2.108
H -0.201 -2.491 -1.085
*
```

Atomic partial charges in e from the Löwdin method, atoms 1 to 6: number 1, C, carries 0.014; number 2, N, carries 0.010; number 3, O, carries -0.109; number 4, C, carries -0.325; number 5, O, carries 0.052; number 6, H, carries 0.119



#3
DFT (ωB97M-V/def2-TZVPD) results for one molecule with the formula C2H3NO2.

The value obtained for the molar mass is 73.05 g mol⁻¹. As for the SMILES: NC(=O)C=O.

```
! RIJCOSX wB97M-V def2-TZVPD def2/J DEFGRID3
* xyz 0 1
N -0.362 -1.108 -0.251
C 0.330 0.060 -0.567
O 1.027 0.120 -1.563
C -0.011 1.170 0.513
O 0.592 2.209 0.603
H -0.103 -1.931 -0.764
H -0.508 -1.434 0.865
H -0.964 0.914 1.165
*
```

Atomic partial charges in e from the Löwdin method, atoms 1 to 6: number 1, N, carries 0.085; number 2, C, carries -0.483; number 3, O, carries 0.078; number 4, C, carries -0.176; number 5, O, carries 0.085; number 6, H, carries 0.081



Which of them is the most stable, and which is the least stable? #3 and #1, in that order.



#1
DFT (ωB97M-V/def2-TZVPD) results for a 2-piece molecular cluster, C2H3NO2 overall.

The value obtained for the molar mass is 73.05 g mol⁻¹.

```
! RIJCOSX wB97M-V def2-TZVPD def2/J DEFGRID3
* xyz 0 1
C -0.790 -0.779 -0.083
C 1.989 0.111 0.241
N -0.153 0.289 -0.164
O 2.132 -0.964 -0.144
O -0.865 1.537 -0.077
H -0.095 -1.527 -0.276
H -1.918 -0.780 0.097
H -0.300 2.112 0.406
*
```

Atomic partial charges in e from the Löwdin method, atoms 1 to 6: number 1, C, carries 0.001; number 2, C, carries -0.025; number 3, N, carries -0.154; number 4, O, carries -0.019; number 5, O, carries -0.035; number 6, H, carries 0.044



#2
DFT (ωB97M-V/def2-TZVPD) results for a 2-piece molecular cluster, C2H3NO2 overall.

The value obtained for the molar mass is 73.05 g mol⁻¹.

```
! RIJCOSX wB97M-V def2-TZVPD def2/J DEFGRID3
* xyz 0 1
C -1.716 -0.314 0.205
C 0.520 -0.098 -0.596
N 1.145 0.386 0.599
O -2.673 -0.290 -0.507
O 1.542 -0.887 -0.009
H -1.356 -0.228 1.230
H 0.732 0.249 -1.618
H 1.805 1.181 0.697
*
```

Atomic partial charges in e from the Löwdin method, atoms 1 to 6: number 1, C, carries 0.006; number 2, C, carries -0.201; number 3, N, carries -0.047; number 4, O, carries 0.063; number 5, O, carries -0.098; number 6, H, carries 0.078



Which of them is the most stable, and which is the least stable? #1 and #2, in that order.



#1
DFT (ωB97M-V/def2-TZVPD) results for a 2-piece molecular cluster, C2H3NO2 overall.

The value obtained for the molar mass is 73.05 g mol⁻¹. As for the SMILES: N=C=O.C=O.

```
! RIJCOSX wB97M-V def2-TZVPD def2/J DEFGRID3
* xyz 0 1
N -1.944 -0.470 0.555
C -1.245 -1.038 -0.221
O -0.562 -1.648 -0.956
H -1.792 0.326 1.289
C 1.380 0.708 -0.176
O 0.915 0.792 0.921
H 2.333 1.262 -0.478
H 0.914 0.068 -0.933
*
```

Atomic partial charges in e from the Löwdin method, atoms 1 to 6: number 1, N, carries 0.171; number 2, C, carries -0.456; number 3, O, carries 0.117; number 4, H, carries 0.155; number 5, C, carries -0.137; number 6, O, carries -0.007



#2
DFT (ωB97M-V/def2-TZVPD) results for a 2-piece molecular cluster, C2H3NO2 overall.

The value obtained for the molar mass is 73.05 g mol⁻¹.

```
! RIJCOSX wB97M-V def2-TZVPD def2/J DEFGRID3
* xyz 0 1
O -2.632 0.696 -0.260
C -1.732 0.483 -0.918
N 0.021 0.126 0.883
C 1.016 -0.318 0.242
O 1.104 -0.237 -1.089
H 0.243 0.106 -1.403
H 0.084 -0.046 1.881
H 1.897 -0.809 0.664
*
```

Atomic partial charges in e from the Löwdin method, atoms 1 to 6: number 1, O, carries 0.055; number 2, C, carries 0.018; number 3, N, carries 0.066; number 4, C, carries -0.359; number 5, O, carries 0.008; number 6, H, carries 0.025



#3
DFT (ωB97M-V/def2-TZVPD) results for C2H3NO2 as an isolated structure.

The value obtained for the molar mass is 73.05 g mol⁻¹.

```
! RIJCOSX wB97M-V def2-TZVPD def2/J DEFGRID3
* xyz 0 1
C 0.176 1.254 0.153
C -0.071 -0.697 -0.326
N -0.564 -1.564 0.392
O 0.852 1.628 -0.747
O -0.188 2.356 1.104
H 0.416 -0.683 -1.220
H -0.604 -2.577 0.140
H -0.111 3.222 0.737
*
```

Atomic partial charges in e from the Löwdin method, atoms 1 to 6: number 1, C, carries -0.251; number 2, C, carries -0.042; number 3, N, carries 0.099; number 4, O, carries 0.014; number 5, O, carries -0.030; number 6, H, carries 0.054



Which of them is the most stable, and which is the least stable? #2 and #3, in that order.



#1
DFT (ωB97M-V/def2-TZVPD) results for a 2-piece molecular cluster, C2H3NO2 overall.

The value obtained for the molar mass is 73.05 g mol⁻¹.

```
! RIJCOSX wB97M-V def2-TZVPD def2/J DEFGRID3
* xyz 0 1
C -0.193 -0.176 0.995
C -0.360 -0.722 -3.005
N 0.943 0.158 1.459
O -0.869 0.709 0.194
O 0.071 0.198 -2.531
H -0.684 -1.232 1.143
H -0.473 1.539 -0.066
H 1.567 -0.476 1.809
*
```

Atomic partial charges in e from the Löwdin method, atoms 1 to 6: number 1, C, carries -0.330; number 2, C, carries -0.004; number 3, N, carries 0.095; number 4, O, carries -0.025; number 5, O, carries 0.014; number 6, H, carries 0.157



#2
DFT (ωB97M-V/def2-TZVPD) results for one molecule with the formula C2H3NO2.

The value obtained for the molar mass is 73.05 g mol⁻¹.

```
! RIJCOSX wB97M-V def2-TZVPD def2/J DEFGRID3
* xyz 0 1
C -0.025 1.589 -0.391
C -0.419 0.239 -0.672
N -0.592 -1.297 0.875
O -1.121 1.129 0.234
O 0.265 -0.837 -0.085
H 0.885 2.136 -0.130
H -0.951 -0.131 -1.554
H -0.026 -1.501 1.818
*
```

Atomic partial charges in e from the Löwdin method, atoms 1 to 6: number 1, C, carries -0.028; number 2, C, carries -0.319; number 3, N, carries 0.086; number 4, O, carries 0.035; number 5, O, carries -0.145; number 6, H, carries 0.111



Which of them is the most stable, and which is the least stable? #1 and #2, in that order.